Record 1
{"formula": "C18H62O13", "method": "the ωB97M-V functional and the def2-TZVPD basis", "orbital_gap_ev": 9.8, "fmax_ev_per_a": 1.41, "lumo_ev": 0.1, "relative_energy_ev": 4.795, "elements": ["C", "C", "O", "H", "H", "H", "H", "H", "H", "C", "C", "O", "H", "H", "H", "H", "H", "H", "C", "C", "O", "H", "H", "H", "H", "H", "H", "C", "C", "O", "H", "H", "H", "H", "H", "H", "C", "C", "O", "H", "H", "H", "H", "H", "H", "C", "O", "H", "H", "H", "H", "C", "O", "H", "H", "H", "H", "C", "O", "H", "H", "H", "H", "C", "O", "H", "H", "H", "H", "C", "O", "H", "H", "H", "H", "C", "O", "H", "H", "H", "H", "C", "O", "H", "H", "H", "H", "C", "O", "H", "H", "H", "H"], "xyz": [[-2.08703, -4.20776, -1.44573], [-1.48235, -4.43595, -0.08619], [-1.05541, -5.80027, 0.05194], [-2.90436, -4.92051, -1.58331], [-1.37235, -4.44294, -2.23497], [-2.44038, -3.18239, -1.51952], [-2.14830, -4.17735, 0.74420], [-0.58087, -3.82642, 0.06025], [-0.47210, -5.84275, 0.81456], [0.81664, 0.23149, 1.34108], [0.08407, -0.90761, 0.64240], [-0.79844, -1.57576, 1.54339], [0.16716, 1.09313, 1.46348], [1.64939, 0.47208, 0.66917], [1.24996, -0.07088, 2.29405], [0.76922, -1.63294, 0.20312], [-0.51930, -0.46542, -0.15955], [-1.62287, -1.07601, 1.66970], [-2.34155, 2.41305, 0.32758], [-2.55802, 3.41786, -0.77897], [-3.48385, 2.95787, -1.76703], [-3.23464, 2.24636, 0.92343], [-1.59712, 2.81630, 1.02668], [-1.86785, 1.48818, -0.00083], [-1.63288, 3.75262, -1.26333], [-2.95242, 4.36691, -0.40291], [-2.97448, 2.39226, -2.37427], [-4.41417, -1.75564, 0.55926], [-4.45737, -0.45934, 1.34095], [-3.24390, -0.30310, 2.05198], [-4.34603, -2.62061, 1.21654], [-3.54961, -1.72185, -0.10825], [-5.30073, -1.83570, -0.07105], [-5.35118, -0.46119, 1.98336], [-4.68879, 0.36209, 0.64744], [-3.32868, 0.51118, 2.56650], [-2.15395, -0.11979, -3.04005], [-1.15802, 0.73289, -3.80361], [-1.56051, 2.10350, -3.84660], [-2.41685, 0.32466, -2.08269], [-1.67227, -1.06606, -2.78251], [-3.05582, -0.31647, -3.61671], [-1.00633, 0.31401, -4.80502], [-0.17836, 0.68617, -3.30743], [-0.96453, 2.60427, -4.40711], [0.90470, 3.20352, -2.14615], [0.87279, 2.18170, -1.15736], [-0.10587, 3.40304, -2.51803], [1.21611, 4.14534, -1.68716], [1.57338, 2.90867, -2.95565], [1.15930, 1.32198, -1.52438], [2.84187, 0.12837, -3.29827], [1.96412, -0.13697, -2.19583], [2.27927, 0.10345, -4.23689], [3.31691, 1.09109, -3.13621], [3.59684, -0.65904, -3.36814], [1.72321, -1.07325, -2.27604], [-0.08374, -3.00499, 4.64806], [0.73973, -2.89303, 3.49383], [-0.62969, -2.08226, 4.85126], [-0.76744, -3.85425, 4.53981], [0.57728, -3.23604, 5.48426], [0.20552, -2.47395, 2.79226], [1.63258, -4.11184, -1.85841], [1.64638, -2.98018, -2.73523], [0.79245, -4.78467, -2.03275], [2.57652, -4.65337, -1.93126], [1.49640, -3.73721, -0.84567], [1.51166, -3.31516, -3.62700], [4.01773, -1.90102, 0.31383], [5.04317, -2.46986, 1.11852], [3.53598, -1.08527, 0.86373], [4.44324, -1.51712, -0.61295], [3.25638, -2.63465, 0.02858], [4.60262, -2.92251, 1.84537], [-0.34670, 3.01592, 4.48225], [-1.12284, 2.82841, 3.31855], [-0.88347, 2.59546, 5.33197], [0.64631, 2.56416, 4.41431], [-0.23127, 4.08942, 4.68585], [-0.56095, 2.95222, 2.52783], [1.39820, 4.81953, 1.67216], [0.59023, 3.70608, 1.29615], [1.49532, 5.54178, 0.85073], [0.93575, 5.34796, 2.50279], [2.41880, 4.51516, 1.92740], [1.01418, 3.34819, 0.50104], [4.15337, 2.12575, 0.39048], [5.38044, 2.73750, 0.77754], [3.66204, 1.70970, 1.26506], [3.49692, 2.86902, -0.07779], [4.33571, 1.34049, -0.34887], [5.91585, 2.87057, -0.00700]], "lowdin_charge": [-0.0688, -0.3214, -0.0830, 0.0840, 0.0609, 0.0523, 0.1080, 0.0818, 0.0805, -0.0561, -0.2718, -0.1085, 0.0521, 0.0486, 0.0863, 0.0924, 0.1022, 0.0541, -0.0646, -0.2897, -0.0880, 0.0710, 0.0419, 0.0613, 0.0877, 0.1156, 0.0332, -0.0749, -0.3146, -0.0834, 0.0791, 0.0562, 0.0823, 0.1159, 0.1080, 0.1015, -0.0625, -0.2855, -0.0884, 0.0575, 0.0674, 0.0851, 0.1156, 0.0842, 0.0892, -0.1326, -0.1556, 0.0504, 0.0820, 0.0819, 0.0316, -0.1172, -0.1695, 0.0810, 0.0776, 0.0824, 0.0484, -0.1637, -0.1560, 0.0765, 0.0714, 0.0722, 0.0222, -0.1216, -0.1286, 0.0699, 0.0902, 0.0566, 0.0918, -0.1511, -0.1098, 0.0676, 0.0776, 0.0579, 0.0778, -0.1659, -0.1540, 0.0742, 0.0798, 0.0719, 0.0101, -0.1182, -0.1549, 0.0800, 0.0805, 0.0816, 0.0419, -0.1549, -0.1148, 0.0767, 0.0664, 0.0723, 0.0709]}

Record 2
{"formula": "C18H63N4O11", "method": "the ωB97M-V functional and the def2-TZVPD basis", "orbital_gap_ev": 3.3, "total_charge": 1, "fmax_ev_per_a": 3.89, "lumo_ev": -5.2, "relative_energy_ev": 0.679, "elements": ["O", "H", "H", "H", "O", "H", "H", "H", "C", "C", "O", "H", "H", "H", "H", "H", "C", "C", "C", "O", "C", "N", "H", "H", "H", "H", "H", "H", "H", "H", "H", "H", "H", "C", "C", "C", "O", "C", "N", "H", "H", "H", "H", "H", "H", "H", "H", "H", "H", "H", "C", "C", "C", "O", "C", "N", "H", "H", "H", "H", "H", "H", "H", "H", "H", "H", "H", "C", "C", "C", "O", "C", "N", "H", "H", "H", "H", "H", "H", "H", "H", "H", "H", "H", "O", "H", "H", "O", "H", "H", "O", "H", "H", "O", "H", "H"], "xyz": [[2.42027, -2.83422, -5.20392], [2.34344, -1.99760, -4.73943], [2.85341, -2.72749, -6.05397], [3.01565, -3.35182, -4.65691], [5.12581, 1.50172, -6.96165], [4.42786, 1.48627, -6.30270], [5.01258, 2.26058, -7.53864], [5.04460, 0.66966, -7.43355], [1.16804, 0.67810, -0.62499], [2.30120, 1.22448, -1.43196], [2.33534, 0.91319, -2.78977], [1.02191, 1.05350, 0.38783], [1.29419, -0.39289, -0.46632], [0.21776, 0.85785, -1.12775], [3.23979, 1.03943, -0.90954], [2.33077, 2.31395, -1.41529], [-3.71691, 2.27577, 4.58766], [-5.11821, 2.68300, 4.75550], [-5.27363, 3.81520, 5.87980], [-4.77153, 3.36085, 7.12846], [-4.89776, 4.32645, 8.20911], [-5.82281, 3.05371, 3.47763], [-2.96688, 3.04295, 4.39530], [-3.76469, 1.52995, 3.79419], [-3.29366, 1.88833, 5.51440], [-5.48946, 1.73131, 5.13573], [-6.34760, 3.97492, 5.97560], [-4.77622, 4.73493, 5.57195], [-4.37503, 5.20035, 7.82033], [-4.43082, 3.93911, 9.11467], [-5.91291, 4.57221, 8.52083], [-5.72526, 2.27426, 2.84278], [-6.79073, 3.24318, 3.69520], [1.09152, 5.10445, 6.17275], [2.02599, 5.20992, 4.97979], [3.01366, 4.03683, 5.01889], [2.27983, 2.77323, 4.88074], [2.76310, 1.63672, 5.55877], [1.15774, 5.21456, 3.83943], [0.35437, 4.33310, 5.94970], [0.56127, 6.04108, 6.34497], [1.64404, 4.84464, 7.07570], [2.53773, 6.17139, 4.93738], [3.62205, 4.03043, 5.92328], [3.70552, 4.02505, 4.17670], [2.98198, 1.98257, 6.56901], [3.63827, 1.17779, 5.09881], [1.90150, 0.97402, 5.63982], [0.47008, 4.49198, 3.99788], [1.74941, 4.79715, 3.13531], [0.96676, -10.09636, -1.39969], [1.43856, -8.70897, -0.99124], [0.49980, -8.05869, 0.08275], [0.68637, -6.61117, -0.02481], [1.34133, -6.17765, 1.21372], [2.78692, -8.97033, -0.51515], [1.66286, -10.67538, -2.00655], [0.07380, -9.92899, -2.00194], [0.47760, -10.65303, -0.60035], [1.57722, -7.99052, -1.79915], [0.83344, -8.51589, 1.01429], [-0.50528, -8.45360, -0.06541], [1.44907, -5.15370, 0.85594], [2.35778, -6.52360, 1.40148], [0.75948, -6.14509, 2.13485], [3.30341, -9.45241, -1.23690], [2.85512, -9.60854, 0.26468], [-4.98859, 0.48456, -5.50212], [-3.93046, 0.09610, -4.42291], [-3.81876, -1.43161, -4.33992], [-5.05460, -2.07114, -4.11292], [-5.03569, -3.43095, -3.70884], [-2.64068, 0.63024, -4.92061], [-5.25132, 1.53879, -5.58962], [-5.93800, 0.04870, -5.19107], [-4.72671, 0.18033, -6.51552], [-4.14963, 0.48986, -3.43044], [-3.10047, -1.64704, -3.54887], [-3.32444, -1.89020, -5.19633], [-4.40846, -3.59568, -2.83274], [-4.54985, -4.06317, -4.45204], [-5.99353, -3.92899, -3.55852], [-2.81076, 1.62573, -4.93463], [-1.86691, 0.51222, -4.28229], [1.25860, 1.43279, -7.89177], [0.96005, 0.61555, -8.29080], [0.70700, 1.53683, -7.11645], [6.66677, 4.64492, -0.91595], [7.33375, 4.10796, -1.34379], [5.98407, 4.02339, -0.66328], [0.97828, 4.81813, -5.14463], [1.30159, 4.12879, -4.56452], [1.76558, 5.28514, -5.42443], [8.42991, 1.00402, -2.55846], [9.27145, 1.22651, -2.16030], [8.19102, 0.16605, -2.16226]], "lowdin_charge": [0.3347, 0.1412, 0.1565, 0.1722, 0.3784, 0.1747, 0.1906, 0.1748, -0.1264, -0.5404, -0.3974, 0.0640, 0.0568, 0.0601, 0.0793, 0.0834, -0.0996, -0.4248, -0.1843, -0.2097, -0.0781, 0.0378, 0.0786, 0.0793, 0.0817, 0.1253, 0.1115, 0.1212, 0.0824, 0.0833, 0.0805, 0.0573, 0.0578, -0.0638, -0.4553, -0.1626, -0.2248, -0.1103, 0.0361, 0.0750, 0.0804, 0.0782, 0.1357, 0.1144, 0.1155, 0.0812, 0.0831, 0.0889, 0.0601, 0.0678, -0.0893, -0.4268, -0.1708, -0.1850, -0.0997, 0.0043, 0.0770, 0.0688, 0.0819, 0.1302, 0.1158, 0.1159, 0.0795, 0.0821, 0.0854, 0.0586, 0.0715, -0.0590, -0.3947, -0.2300, -0.1828, -0.1054, 0.0130, 0.0689, 0.0707, 0.0791, 0.1371, 0.1143, 0.1194, 0.0814, 0.0763, 0.0893, 0.0660, 0.0584, -0.0648, 0.0278, 0.0360, -0.0503, 0.0188, 0.0276, -0.0494, 0.0235, 0.0246, -0.0597, 0.0330, 0.0290]}

Record 3
{"formula": "C18H64N14O14", "method": "the ωB97M-V functional and the def2-TZVPD basis", "orbital_gap_ev": 7.7, "fmax_ev_per_a": 9.89, "lumo_ev": -0.5, "relative_energy_ev": 3.398, "elements": ["C", "C", "O", "H", "H", "H", "H", "H", "H", "C", "C", "O", "H", "H", "H", "H", "H", "H", "C", "C", "O", "H", "H", "H", "H", "H", "H", "C", "C", "O", "H", "H", "H", "H", "H", "H", "C", "O", "N", "N", "H", "H", "H", "H", "C", "O", "N", "N", "H", "H", "H", "H", "C", "O", "N", "N", "H", "H", "H", "H", "C", "O", "N", "N", "H", "H", "H", "H", "C", "O", "N", "N", "H", "H", "H", "H", "C", "O", "N", "N", "H", "H", "H", "H", "C", "O", "N", "N", "H", "H", "H", "H", "C", "O", "H", "H", "H", "H", "C", "O", "H", "H", "H", "H", "C", "O", "H", "H", "H", "H"], "xyz": [[4.20654, -3.15151, -1.38798], [2.86875, -3.16894, -2.19702], [1.95971, -2.17200, -1.72321], [3.94560, -3.51275, -0.35228], [4.61301, -2.18143, -1.19104], [5.04826, -3.76946, -1.72244], [2.56582, -4.20010, -2.19370], [2.99163, -2.98608, -3.25927], [1.09481, -2.35790, -2.13374], [1.26357, 0.47205, -5.52310], [0.92649, -0.34318, -4.37029], [1.05740, -1.69783, -4.74923], [0.96477, 1.48322, -5.29956], [0.63384, 0.13342, -6.33517], [2.33497, 0.44893, -5.76827], [-0.04752, -0.10610, -3.99600], [1.63794, -0.10674, -3.59433], [1.83464, -1.75784, -5.30604], [-1.24360, 2.32526, -2.60799], [-0.01187, 2.94396, -2.21507], [0.14909, 3.05712, -0.79625], [-1.41263, 1.23307, -2.36861], [-1.29101, 2.35113, -3.71986], [-2.02415, 3.03016, -2.35260], [0.17356, 3.93189, -2.67150], [0.77535, 2.26654, -2.57602], [1.05766, 2.89355, -0.52750], [-4.07443, 1.45250, -0.55838], [-4.23195, 0.59652, -1.79213], [-4.74278, 1.45617, -2.80714], [-3.22903, 2.11136, -0.55335], [-4.03648, 0.83502, 0.36350], [-5.01367, 1.95805, -0.37549], [-4.84262, -0.23868, -1.69227], [-3.30276, 0.15671, -2.06606], [-5.68251, 1.60757, -2.68878], [3.26987, 3.03888, -1.09810], [3.55949, 4.02152, -2.02793], [2.89056, 3.26540, 0.16506], [3.15200, 1.81250, -1.45844], [2.94109, 4.23986, 0.54618], [2.49993, 2.66354, 0.91554], [3.43050, 1.72498, -2.45106], [2.93986, 1.11640, -0.76842], [-3.11275, 1.58304, 3.59492], [-4.23228, 2.43291, 3.27973], [-3.09709, 0.70708, 4.54796], [-1.93507, 1.67583, 3.00181], [-3.94026, 0.62089, 5.19438], [-2.29185, 0.08128, 4.76419], [-1.82878, 2.36959, 2.16980], [-1.18769, 0.95486, 3.10192], [-4.29438, -2.50472, 0.50608], [-5.40352, -1.76598, 0.25809], [-3.10811, -1.97973, 0.70603], [-4.29737, -3.82963, 0.58627], [-2.81424, -0.98022, 0.41128], [-2.30452, -2.57782, 1.07560], [-5.17177, -4.33668, 0.53699], [-3.55193, -4.49093, 0.36845], [-2.49281, 4.39132, 1.10750], [-2.88415, 4.95121, -0.05779], [-2.92209, 4.83683, 2.20931], [-1.42283, 3.65193, 1.31138], [-3.49800, 5.70260, 2.17900], [-3.23145, 4.10156, 2.83461], [-0.95546, 3.43846, 0.41619], [-0.72255, 3.90967, 1.94194], [2.93743, -2.85969, 2.37413], [2.99475, -1.73856, 3.25378], [3.86484, -3.72379, 2.27912], [1.86402, -3.16614, 1.69538], [4.72526, -3.62812, 2.76870], [3.84260, -4.47835, 1.57547], [1.30881, -2.33815, 1.77653], [1.99043, -3.61948, 0.79519], [-0.01839, -1.12758, 4.09915], [0.37529, -0.88396, 2.79069], [0.86296, -1.13411, 4.97204], [-1.16671, -1.23794, 4.62598], [1.79599, -1.17829, 4.61379], [0.77688, -1.71218, 5.80887], [-1.93404, -1.48514, 3.94445], [-1.37792, -1.41258, 5.64744], [-1.40379, -2.57705, -2.45614], [-2.17900, -1.70587, -3.19309], [-1.43630, -2.86633, -1.20089], [-0.35281, -3.13426, -3.00821], [-2.20667, -2.44777, -0.57677], [-0.62270, -3.37464, -0.83901], [-0.16536, -2.73208, -3.90745], [-0.02673, -4.05043, -2.81932], [-0.10971, -0.25984, -0.30297], [-1.38856, 0.10824, 0.20221], [0.49188, 0.44330, 0.23115], [0.05068, -0.10649, -1.39611], [0.22291, -1.30348, 0.06548], [-1.57249, 1.00967, -0.12901], [2.41269, 1.72725, 2.79377], [1.31404, 2.61095, 2.44819], [2.27902, 0.79713, 2.26893], [2.36541, 1.53332, 3.89678], [3.41398, 2.11230, 2.56620], [0.82674, 2.89590, 3.18615], [4.28509, -0.35373, 0.67642], [3.11087, -0.38281, -0.00120], [4.42437, 0.59985, 1.11743], [5.01693, -0.27964, -0.07461], [4.47515, -1.21978, 1.31862], [3.03342, -1.13972, -0.64755]], "lowdin_charge": [-0.0425, -0.2698, -0.1227, 0.0540, 0.0450, 0.0886, 0.0983, 0.1006, 0.0310, -0.0815, -0.3406, -0.0917, 0.0793, 0.0934, 0.0955, 0.1007, 0.0968, 0.0948, -0.0942, -0.3057, -0.0937, 0.0804, 0.1044, 0.0867, 0.1396, 0.0931, 0.0344, -0.0717, -0.3052, -0.0730, 0.0345, 0.0687, 0.0882, 0.0770, 0.0582, 0.0790, -0.6299, -0.1313, 0.1401, 0.1757, 0.1539, 0.0617, 0.1488, 0.0543, -0.5699, -0.1785, 0.1183, 0.1497, 0.1542, 0.0492, 0.0622, 0.0918, -0.6125, -0.0708, 0.1038, 0.1448, 0.1177, 0.1452, 0.1135, 0.1067, -0.6433, -0.0706, 0.1643, 0.1249, 0.1474, 0.0681, 0.0803, 0.0920, -0.5974, -0.1511, 0.1778, 0.1898, 0.1230, 0.1336, 0.0573, 0.1044, -0.6552, -0.1043, 0.1903, 0.1224, 0.0742, 0.1424, 0.1617, 0.1766, -0.5993, -0.0709, 0.1595, 0.1286, 0.0688, 0.1194, 0.0813, 0.1152, -0.1361, -0.1563, 0.0560, 0.0839, 0.0809, 0.0590, -0.1213, -0.1295, 0.0453, 0.1057, 0.0768, 0.0491, -0.1786, -0.1593, 0.0717, 0.0683, 0.0770, 0.0673]}